a.
C18H19N5O2S in the gas phase. Source: the Open Molecules 2025 dataset; level of theory: wB97M-V/def2-TZVPD.

Computed properties:
- Kohn-Sham gap (eV) = 8.494
- SMILES = COc1ccc(NC(=O)CSc2nnc(-c3ccccc3C)n2N)cc1

Structure (ORCA input):
```
! RIJCOSX wB97M-V def2-TZVPD def2/J DEFGRID3
* xyz 0 1
C 5.10247 -0.41759 1.85334
O 4.02991 0.48009 1.70725
C 3.29462 0.43324 0.55842
C 3.49214 -0.46654 -0.48166
C 2.67531 -0.43739 -1.59995
C 1.64745 0.49052 -1.69386
N 0.75754 0.54573 -2.77766
C 0.51651 -0.41615 -3.70090
O 1.17883 -1.41698 -3.87099
C -0.74790 -0.14883 -4.51078
S -2.15605 -0.94765 -3.65615
C -2.18584 0.03649 -2.21843
N -1.84348 1.29861 -2.11487
N -1.90712 1.63517 -0.82265
C -2.28698 0.59040 -0.13547
C -2.44396 0.50404 1.31621
C -3.48534 1.19949 1.92192
C -3.66733 1.13091 3.28926
C -2.80422 0.36777 4.05860
C -1.75781 -0.30776 3.45967
C -1.55508 -0.25041 2.08566
C -0.38449 -0.97232 1.48209
N -2.47643 -0.46497 -0.98712
N -2.97388 -1.72374 -0.69397
C 1.45435 1.40294 -0.65506
C 2.26573 1.37195 0.45603
H 5.54839 -0.18903 2.82016
H 5.85259 -0.27999 1.06802
H 4.76091 -1.45817 1.85035
H 4.27976 -1.20189 -0.44016
H 2.83125 -1.14540 -2.39640
H 0.07298 1.29642 -2.70631
H -0.98189 0.90739 -4.62481
H -0.68766 -0.64948 -5.47546
H -4.14562 1.79117 1.30673
H -4.47804 1.67090 3.75389
H -2.94072 0.30739 5.12798
H -1.07457 -0.88725 4.06382
H -0.20122 -0.66453 0.45525
H -0.53638 -2.05302 1.50881
H 0.51628 -0.75687 2.05359
H -2.67152 -2.37916 -1.41231
H -2.65204 -2.01465 0.22502
H 0.65040 2.12231 -0.71412
H 2.11819 2.06688 1.26703
*
```

Here is what natural (NBO) gives for the atomic charges, in e: -0.25, -0.50, 0.28, -0.30, -0.23, 0.18, -0.64, 0.66, -0.61, -0.59, 0.27, 0.14, -0.35, -0.28, 0.30, -0.15, -0.15, -0.22, -0.19, -0.24, 0.10, -0.67, -0.19, -0.62, -0.25, -0.24, 0.20, 0.18, 0.17, 0.22, 0.25, 0.43, 0.24, 0.26, 0.22, 0.22, 0.22, 0.21, 0.23, 0.21, 0.24, 0.38, 0.38, 0.23, 0.23



b.
A molecular structure, C18H19N5O2S. Source: the Open Molecules 2025 dataset; level of theory: wB97M-V/def2-TZVPD.

Computed properties:
- Kohn-Sham gap (eV) = 8.698

Structure (ORCA input):
```
! RIJCOSX wB97M-V def2-TZVPD def2/J DEFGRID3
* xyz 0 1
O -1.61596 3.21850 0.71226
O -4.78304 1.55454 3.59257
N -0.52194 -0.34037 3.41986
N 0.63426 -0.47086 -0.84643
S 2.56824 1.08459 -1.73153
C -2.10263 2.33932 1.43046
C -3.70927 1.56158 3.00119
C 0.33753 -0.18834 2.48708
C 1.36134 0.55066 -0.54244
C -1.45646 0.57305 2.98498
C -1.13630 1.33966 1.93844
C 4.98126 -1.67055 -3.43882
C 4.17808 -2.87682 -3.26931
C 4.44050 -0.45298 -3.02784
C 2.90330 -2.70459 -2.87413
C 3.21789 -0.45216 -2.41884
C 2.34017 -1.49691 -2.51015
N -3.32276 2.49487 2.00505
N -2.78661 0.58752 3.47950
N 0.11393 0.93007 1.63332
C -4.27949 3.34949 1.24686
C -3.00129 0.04986 4.81598
C 1.09265 1.41893 0.63885
C 0.29133 -2.49832 -1.60346
C 0.04538 -0.74200 -3.21524
C 0.94601 -1.30162 -2.08142
H 1.28086 -0.77176 2.42455
H 5.90202 -1.80875 -3.93286
H 4.58927 -3.82640 -3.72503
H 5.17293 0.36407 -2.88818
H 2.34228 -3.65211 -2.94478
H -4.21649 2.97153 0.20515
H -4.05046 4.35380 1.41793
H -5.30973 3.31012 1.54302
H -4.06272 -0.27096 5.01933
H -2.62202 0.84902 5.49318
H -2.52243 -0.94887 5.01935
H 2.06058 1.54227 1.19936
H 0.83546 2.39659 0.28214
H -0.01315 -3.15311 -2.33838
H 0.88605 -3.03103 -0.93104
H -0.58755 -2.26517 -1.06957
H 0.53621 0.18869 -3.53429
H 0.09698 -1.44398 -4.07669
H -1.05419 -0.66107 -2.99000
*
```

Here is what natural (NBO) gives for the atomic charges, in e: -0.62, -0.62, -0.45, -0.41, 0.23, 0.65, 0.79, 0.24, 0.13, 0.31, -0.04, -0.17, -0.21, -0.25, -0.19, -0.11, -0.07, -0.44, -0.43, -0.33, -0.40, -0.42, -0.27, -0.59, -0.61, 0.05, 0.20, 0.21, 0.22, 0.23, 0.22, 0.22, 0.22, 0.24, 0.24, 0.20, 0.23, 0.23, 0.27, 0.20, 0.21, 0.23, 0.22, 0.21, 0.23



It is a that is most stable; the runner-up trails by 25.1 kcal/mol.



a.
2 unconnected molecules or ions with the total composition C7H9NO. Source: the Open Molecules 2025 dataset; level of theory: wB97M-V/def2-TZVPD.

Computed properties:
- Kohn-Sham gap (eV) = 10.634
- SMILES = c1ccccc1.NC=O

Structure (ORCA input):
```
! RIJCOSX wB97M-V def2-TZVPD def2/J DEFGRID3
* xyz 0 1
C 0.94230 -0.96282 0.31329
C 0.88522 -2.02529 1.21606
C 2.02119 -2.38609 1.94165
C 3.21423 -1.68441 1.76448
C 3.27130 -0.62195 0.86171
C 2.13534 -0.26116 0.13611
H 0.04842 -0.67892 -0.25767
H -0.05356 -2.57742 1.35547
H 1.97627 -3.22212 2.65202
H 4.10810 -1.96833 2.33544
H 4.21009 -0.06981 0.72231
H 2.18026 0.57488 -0.57425
N 1.19273 0.87484 3.57036
C 2.30432 1.34524 4.19438
O 2.29847 2.13401 5.12226
H 0.27267 1.19219 3.88552
H 1.26714 0.21185 2.79485
H 3.24504 0.92663 3.76137
*
```

Here is what natural (NBO) gives for the atomic charges, in e: -0.22, -0.22, -0.22, -0.22, -0.22, -0.22, 0.22, 0.22, 0.22, 0.22, 0.22, 0.22, -0.83, 0.52, -0.61, 0.40, 0.41, 0.11



b.
A molecular structure, C7H9NO. Source: the Open Molecules 2025 dataset; level of theory: wB97M-V/def2-TZVPD.

Computed properties:
- Kohn-Sham gap (eV) = 9.759

Structure (ORCA input):
```
! RIJCOSX wB97M-V def2-TZVPD def2/J DEFGRID3
* xyz 0 1
C -1.14636 -0.35458 -0.65743
C -0.19117 -1.47387 0.04181
C -0.47704 0.44342 0.21923
C 0.89219 0.90524 0.04862
C 1.40496 2.07631 0.54192
C 1.99096 -0.26342 -0.11058
C 1.35907 -1.43395 -0.20319
H -2.97439 -0.28681 0.65827
H -3.07228 0.30197 -0.69396
H -0.83028 -0.35521 -1.84218
H -0.81890 -2.39103 0.09973
H -1.21444 1.28939 0.65328
H 0.89282 3.01387 0.80365
H 2.43744 2.18797 0.40133
H 2.93761 -0.12804 -0.18166
H 1.84300 -2.35447 -0.50816
N -2.61135 -0.50779 -0.44403
O -0.42183 -0.66899 1.17333
*
```

Here is what natural (NBO) gives for the atomic charges, in e: -0.05, 0.04, 0.00, -0.03, -0.34, -0.16, -0.20, 0.35, 0.35, 0.19, 0.21, 0.18, 0.20, 0.19, 0.19, 0.21, -0.81, -0.52



It is a that is most stable; the runner-up trails by 143.7 kcal/mol.



a.
A molecular structure, C35H29N4O7PtS2Te. Source: the Open Molecules 2025 dataset; level of theory: wB97M-V/def2-TZVPD.

Computed properties:
- Kohn-Sham gap (eV) = 5.618

Structure (ORCA input):
```
! RIJCOSX wB97M-V def2-TZVPD def2/J DEFGRID3
* xyz -1 1
Pt 0.18045 -1.07565 -0.92643
O -0.21476 -0.41423 2.81638
S 0.00981 0.55565 1.78488
O -0.23530 1.94051 2.12244
O -0.71494 0.23641 0.50142
C 1.77423 0.48679 1.37573
C 2.38839 1.73132 1.26439
C 3.76204 1.84842 1.12196
C 4.54858 0.70950 1.11277
C 3.94651 -0.53651 1.18112
C 2.56679 -0.66689 1.29713
S 2.00235 -2.38093 1.22667
O 1.89696 -2.88494 2.56608
O 2.96777 -3.02043 0.36703
O 0.64119 -2.30446 0.59881
H 1.76340 2.61043 1.32357
H 4.21325 2.82990 1.04220
H 5.62626 0.78466 1.02953
H 4.53835 -1.43887 1.11122
C -0.64242 8.14009 -11.40110
O 0.56010 7.77429 -10.75400
C 0.47469 6.88863 -9.72605
C -0.71525 6.36009 -9.24424
C -0.68301 5.46015 -8.18487
C 0.51285 5.07789 -7.59630
C 1.70132 5.62365 -8.09153
C 1.68464 6.51556 -9.13937
C 0.58104 4.12367 -6.48512
N 1.68873 3.72994 -5.90456
C 1.29250 2.83997 -4.93600
C -0.06922 2.69736 -4.93294
N -0.52105 3.52787 -5.93230
C -0.78063 1.83916 -4.03797
C -2.17385 1.77159 -3.98068
C -2.76466 0.94799 -3.05740
C -1.95125 0.18477 -2.22888
N -0.62096 0.21442 -2.28958
C -0.00837 1.05514 -3.15555
C 1.45764 1.19540 -3.14370
N 2.15169 0.46107 -2.26890
C 3.45784 0.57725 -2.20844
C 4.17810 1.46701 -3.01532
C 3.48906 2.23031 -3.92445
C 2.09778 2.09837 -4.01043
H -0.36011 8.81201 -12.20668
H -1.31997 8.66019 -10.71860
H -1.14993 7.26680 -11.81916
H -1.66677 6.63642 -9.67369
H -1.62810 5.06804 -7.82825
H 2.63471 5.32842 -7.63242
H 2.60024 6.94195 -9.52698
H -1.47267 3.65799 -6.22103
H -2.77790 2.37741 -4.64553
H -3.83763 0.87625 -2.95592
H -2.37677 -0.47626 -1.48935
H 3.95899 -0.06362 -1.48942
H 5.25160 1.54616 -2.91004
H 3.98813 2.93115 -4.58104
C -1.51373 -8.51532 -2.80401
C -0.93141 -7.12848 -2.73584
C 0.42582 -6.90425 -2.90144
C 0.97588 -5.62711 -2.83647
C 2.46901 -5.49336 -2.99265
C 0.14175 -4.51634 -2.61364
Te 1.07365 -2.60301 -2.78437
C -1.22987 -4.73337 -2.41604
C -2.21428 -3.62659 -2.14707
C -1.73571 -6.02847 -2.48327
H -0.74989 -9.24821 -3.06573
H -2.30701 -8.57454 -3.55244
H -1.94714 -8.81155 -1.84615
H 1.08715 -7.74857 -3.07199
H 2.94162 -6.47611 -2.95740
H 2.88502 -4.87097 -2.19944
H 2.73768 -5.02361 -3.94235
H -1.73138 -2.74962 -1.72120
H -2.97960 -3.96595 -1.44756
H -2.71425 -3.31938 -3.07178
H -2.80089 -6.17483 -2.32424
*
```

Here is what Mulliken gives for the atomic charges, in e: 1.53, -0.65, 1.40, -0.74, -0.77, -0.11, -0.58, -0.52, -0.61, -0.87, 0.36, 1.50, -0.73, -0.68, -0.73, 0.52, 0.42, 0.36, 0.48, -0.84, -0.47, 0.99, -0.63, -0.78, 0.36, -0.50, -0.59, 0.22, -0.84, 1.09, 0.03, -0.11, 0.33, -0.40, -1.31, -0.08, 0.11, 0.27, -0.31, 0.18, -0.65, -1.10, -0.60, 0.19, 0.24, 0.33, 0.34, 0.38, 0.22, 0.50, 0.41, 0.17, 0.36, 0.43, 0.59, 0.67, 0.44, 0.56, -1.46, 0.70, -1.01, 0.81, -1.69, -0.08, 0.08, 0.87, -1.11, -0.91, 0.34, 0.32, 0.32, 0.21, 0.36, 0.28, 0.33, -0.19, 0.40, 0.30, 0.36



b.
A molecular structure, C35H29N4O7PtS2Te. Source: the Open Molecules 2025 dataset; level of theory: wB97M-V/def2-TZVPD.

Computed properties:
- Kohn-Sham gap (spin up / spin down) (eV) = 4.464 / 4.470

Structure (ORCA input):
```
! RIJCOSX wB97M-V def2-TZVPD def2/J DEFGRID3
* xyz -1 1
Pt 2.26148 0.79748 2.01934
O 4.38531 1.19933 4.90166
S 4.17669 -0.09518 4.33885
O 5.12806 -1.13383 4.63853
O 3.96512 -0.06248 2.82931
C 2.56899 -0.72029 4.86175
C 2.49206 -2.09784 5.01258
C 1.27038 -2.73338 5.18440
C 0.10711 -1.98349 5.19229
C 0.17431 -0.60538 5.04471
C 1.39383 0.03774 4.87370
S 1.30332 1.84124 4.77923
O 1.87461 2.33769 5.99394
O -0.10402 2.12926 4.56273
O 2.09527 2.23179 3.55287
H 3.41409 -2.66188 4.98311
H 1.23421 -3.80939 5.30067
H -0.85586 -2.46379 5.31522
H -0.72223 -0.00193 5.05484
C -8.20446 -4.84620 -4.57178
O -7.04169 -5.49164 -4.08983
C -6.10910 -4.72290 -3.46764
C -6.28043 -3.37932 -3.16185
C -5.25863 -2.69197 -2.51660
C -4.07407 -3.32183 -2.16651
C -3.91752 -4.67471 -2.48251
C -4.91934 -5.36673 -3.12416
C -2.98096 -2.62076 -1.48596
N -1.76207 -3.08183 -1.34828
C -1.08466 -2.11260 -0.64996
C -1.91313 -1.04909 -0.36324
N -3.12936 -1.38988 -0.90378
C -1.49594 0.12694 0.33752
C -2.25981 1.25997 0.64799
C -1.65670 2.31302 1.29673
C -0.31047 2.24707 1.65891
N 0.40907 1.16151 1.40451
C -0.16033 0.11762 0.74502
C 0.71591 -0.97882 0.45912
N 1.99271 -0.82443 0.89579
C 2.89823 -1.75124 0.61066
C 2.54241 -2.90319 -0.09503
C 1.24600 -3.09439 -0.51981
C 0.29546 -2.10239 -0.25268
H -8.76291 -5.59971 -5.11997
H -7.94996 -4.02261 -5.24364
H -8.81903 -4.46905 -3.74992
H -7.18905 -2.85627 -3.42019
H -5.40988 -1.63903 -2.31019
H -2.99251 -5.16684 -2.21567
H -4.80749 -6.41344 -3.37284
H -3.97212 -0.84604 -0.87382
H -3.30812 1.31074 0.38087
H -2.21134 3.20417 1.55196
H 0.20393 3.04632 2.17024
H 3.89694 -1.55842 0.97865
H 3.30829 -3.63886 -0.29599
H 0.95049 -3.98297 -1.06089
C 1.96043 5.70093 -4.37793
C 2.48487 4.96827 -3.17183
C 2.23838 3.61849 -2.98224
C 2.74006 2.91985 -1.88407
C 2.42610 1.45405 -1.78011
C 3.52432 3.58029 -0.92118
Te 4.36811 2.57262 0.74714
C 3.76849 4.95637 -1.10559
C 4.58284 5.74175 -0.11636
C 3.25314 5.61753 -2.21404
H 1.30364 5.05979 -4.96777
H 2.77261 6.03240 -5.03002
H 1.39237 6.58984 -4.09340
H 1.63875 3.08166 -3.71263
H 1.83491 1.12260 -2.63693
H 1.87659 1.24384 -0.86167
H 3.34346 0.86251 -1.71754
H 4.16168 5.66004 0.88742
H 4.62967 6.79376 -0.40460
H 5.59916 5.34902 -0.04281
H 3.45937 6.67849 -2.32882
*
```

Here is what Mulliken gives for the atomic charges, in e: 1.85, -0.62, 1.35, -0.77, -0.50, 0.05, -0.65, -0.59, -0.56, -0.75, 0.07, 1.58, -0.68, -0.74, -0.58, 0.53, 0.40, 0.39, 0.55, -0.85, -0.47, 0.95, -0.52, -0.84, 0.12, -0.56, -0.54, 0.39, -0.83, 1.11, 0.07, -0.08, 0.24, -0.65, -1.15, -0.46, -0.16, 0.09, 0.23, -1.12, -0.17, -0.97, -0.54, 0.03, 0.24, 0.35, 0.33, 0.39, 0.24, 0.46, 0.42, 0.20, 0.42, 0.46, 0.65, 0.71, 0.43, 0.57, -1.44, 0.69, -1.23, 1.32, -1.08, -0.64, -0.13, 1.47, -1.65, -1.01, 0.33, 0.30, 0.33, 0.17, 0.36, 0.09, 0.36, 0.32, 0.35, 0.32, 0.26



It is a that is most stable; the runner-up trails by 12.7 kcal/mol.